Density functional theory data (ωB97M-V/def2-TZVPD) for a 2-piece molecular cluster, C4H12 overall.

Cartesian coordinates (Å):
C (2.445, 0.749, -0.635)
C (1.922, -0.593, -1.106)
H (3.510, 0.613, -0.467)
H (2.235, 1.646, -1.256)
H (1.793, 0.976, 0.234)
H (0.870, -0.740, -0.887)
H (2.527, -1.463, -0.822)
H (2.088, -0.576, -2.225)
C (-2.388, -0.464, 0.277)
C (-1.963, 0.295, 1.506)
H (-3.406, -0.851, 0.338)
H (-2.298, 0.160, -0.624)
H (-1.818, -1.362, -0.027)
H (-0.878, 0.225, 1.648)
H (-2.446, -0.081, 2.410)
H (-2.276, 1.344, 1.504)

As for the total charge: +1. The expectation value of S² is 0.753. The LUMO energy (spin up / spin down) comes out at -3.47 / -11.64 eV. The calculation puts the energy relative to the best compared isomer or geometry (same formula, charge and spin) at 60.5 kJ/mol. The value obtained for the HOMO-LUMO gap (spin up / spin down) is 11.47 / 3.01 eV. Its multiplicity is 2.

natural (NBO) population analysis, charges in e, atoms 1 to 8: C -0.52; C -0.53; H 0.29; H 0.35; H 0.37; H 0.26; H 0.30; H 0.41

=====

Density functional theory data (ωB97M-V/def2-TZVPD) for C13H24CeI2O4S3Ti as an isolated structure.

Cartesian coordinates (Å):
I (4.529, 2.454, -0.170)
I (2.211, 3.628, -0.442)
Ce (-2.309, 1.460, -0.516)
Ti (0.493, -0.437, 0.437)
S (-1.016, 0.950, 1.644)
S (-0.837, -0.484, -1.483)
C (0.651, -1.270, 2.261)
C (-0.339, 2.091, 3.223)
C (0.250, 0.049, -3.191)
C (-0.816, 3.491, 2.892)
C (-1.029, 1.492, 4.435)
C (1.166, 1.946, 3.234)
C (0.017, 1.529, -3.403)
C (-0.409, -0.819, -4.249)
C (1.694, -0.311, -2.912)
C (-4.505, 1.490, 0.790)
C (-4.289, 0.110, -1.267)
O (0.689, -1.841, 3.286)
O (-5.530, 1.414, 1.323)
O (-5.252, -0.475, -1.540)
H (-1.908, 3.529, 2.785)
H (-0.360, 3.850, 1.960)
H (-0.535, 4.188, 3.698)
H (-2.119, 1.524, 4.318)
H (-0.771, 2.060, 5.342)
H (-0.734, 0.448, 4.593)
H (1.478, 0.904, 3.372)
H (1.581, 2.542, 4.063)
H (1.608, 2.318, 2.298)
H (0.474, 1.836, -4.356)
H (0.484, 2.141, -2.616)
H (-1.055, 1.771, -3.474)
H (0.056, -0.656, -5.232)
H (-1.474, -0.584, -4.349)
H (-0.317, -1.887, -4.010)
H (2.296, -0.144, -3.821)
H (1.815, -1.365, -2.623)
H (2.134, 0.314, -2.121)
C (0.416, -3.865, -1.575)
S (0.606, -3.244, 0.103)
C (1.892, -4.379, 0.699)
O (1.565, -1.960, -0.195)
H (0.178, -4.931, -1.490)
H (1.353, -3.712, -2.128)
H (-0.423, -3.346, -2.053)
H (2.782, -4.295, 0.059)
H (2.137, -4.131, 1.738)
H (1.476, -5.392, 0.662)

As for the total charge: +4. The expectation value of S² is 2.007. The LUMO energy (spin up / spin down) comes out at -14.45 / -14.34 eV. The value obtained for the HOMO-LUMO gap (spin up / spin down) is 4.66 / 4.77 eV. Its multiplicity is 3.

natural (NBO) population analysis, charges in e, atoms 1 to 8: I 0.16; I 0.00; Ce 1.52; Ti 1.34; S -0.46; S -0.49; C 0.43; C 0.23

=====

Density functional theory data (ωB97M-V/def2-TZVPD) for C11H17ClIrNO2P as an isolated structure.

Cartesian coordinates (Å):
Ir (0.844, -0.089, 0.179)
N (2.466, 0.151, 1.412)
C (3.051, 1.529, 1.307)
C (2.293, 2.428, 0.305)
O (2.552, 3.600, 0.254)
O (1.400, 1.815, -0.444)
H (2.266, -0.102, 2.375)
H (3.134, -0.562, 1.115)
H (4.079, 1.456, 0.956)
H (3.066, 2.008, 2.282)
C (-2.127, -0.072, 1.916)
P (-1.100, 0.651, 0.636)
C (-1.449, 2.403, 0.536)
C (-1.227, -0.263, -0.900)
C (-0.453, 0.192, -1.994)
C (-0.293, -0.636, -3.117)
C (-0.923, -1.854, -3.165)
C (-1.735, -2.294, -2.099)
C (-1.872, -1.526, -0.979)
H (-1.809, -1.087, 2.139)
H (-3.169, -0.075, 1.589)
H (-2.056, 0.537, 2.818)
H (-2.438, 2.543, 0.097)
H (-0.688, 2.890, -0.071)
H (-1.446, 2.825, 1.542)
H (-0.057, 1.200, -2.008)
H (0.299, -0.287, -3.952)
H (-0.814, -2.481, -4.040)
H (-2.241, -3.247, -2.170)
H (-2.475, -1.879, -0.151)
Cl (2.189, -2.848, 1.081)
C (0.577, -2.049, 0.792)
H (0.037, -2.193, 1.726)
H (0.119, -2.682, 0.034)

As for the total charge: +1. The LUMO energy comes out at -4.73 eV. The calculation puts the energy relative to the best compared isomer or geometry (same formula, charge and spin) at 8.5 kJ/mol. The value obtained for the HOMO-LUMO gap is 7.97 eV. Its multiplicity is 1.

natural (NBO) population analysis, charges in e, atoms 1 to 8: Ir 0.66; N -0.74; C -0.36; C 0.77; O -0.57; O -0.80; H 0.43; H 0.43

=====

Density functional theory data (ωB97M-V/def2-TZVPD) for C45H51BrFN3O5S3SbSr as an isolated structure.

Cartesian coordinates (Å):
Sr (0.977, -0.402, -0.273)
C (3.137, 1.423, 2.396)
C (2.873, 2.164, 1.237)
C (1.441, 2.220, 1.085)
C (0.904, 1.490, 2.197)
C (1.932, 1.010, 3.003)
C (1.853, 0.236, 4.303)
C (2.699, 0.953, 5.366)
C (2.390, -1.195, 4.161)
C (0.408, 0.170, 4.799)
C (0.544, 3.318, 0.464)
C (-0.947, 3.003, 0.704)
C (0.683, 3.543, -1.050)
C (0.824, 4.637, 1.200)
C (4.007, 2.602, 0.297)
C (5.351, 2.057, 0.804)
C (3.822, 2.022, -1.114)
C (4.180, 4.127, 0.227)
H (4.120, 1.120, 2.731)
H (-0.151, 1.344, 2.388)
H (3.754, 0.950, 5.087)
H (2.599, 0.454, 6.338)
H (2.385, 1.994, 5.469)
H (3.426, -1.186, 3.818)
H (1.821, -1.771, 3.431)
H (2.344, -1.718, 5.124)
H (-0.225, -0.354, 4.083)
H (-0.003, 1.174, 4.935)
H (0.357, -0.360, 5.757)
H (-1.196, 2.003, 0.358)
H (-1.568, 3.720, 0.157)
H (-1.195, 3.082, 1.764)
H (0.511, 2.609, -1.586)
H (1.662, 3.916, -1.333)
H (-0.058, 4.280, -1.382)
H (0.665, 4.498, 2.272)
H (0.156, 5.434, 0.845)
H (1.855, 4.961, 1.058)
H (5.336, 0.968, 0.864)
H (5.600, 2.455, 1.792)
H (6.144, 2.350, 0.108)
H (2.800, 2.121, -1.459)
H (4.065, 0.957, -1.123)
H (4.484, 2.516, -1.834)
H (4.275, 4.541, 1.235)
H (3.348, 4.628, -0.262)
H (5.087, 4.376, -0.336)
C (-3.510, 0.080, 2.392)
O (-2.255, -0.544, 2.585)
C (-2.220, -1.899, 2.621)
C (-3.270, -2.675, 3.089)
C (-3.138, -4.054, 3.070)
Br (-4.569, -5.120, 3.729)
C (-2.003, -4.663, 2.583)
C (-0.941, -3.883, 2.118)
C (-1.036, -2.494, 2.167)
O (-0.089, -1.625, 1.761)
C (0.193, -4.564, 1.470)
N (1.443, -4.344, 1.695)
C (2.127, -5.075, 0.665)
C (3.592, -5.528, 0.662)
C (3.744, -7.016, 0.730)
C (2.812, -7.797, 0.147)
C (1.528, -7.295, -0.274)
C (1.183, -6.049, 0.150)
N (-0.060, -5.577, 0.562)
H (-4.198, -0.576, 1.850)
H (-3.322, 0.975, 1.801)
H (-3.956, 0.361, 3.351)
H (-4.170, -2.210, 3.467)
H (-1.917, -5.740, 2.551)
H (0.718, -2.120, 1.477)
H (4.163, -4.983, 1.411)
H (4.610, -7.436, 1.226)
H (2.966, -8.870, 0.099)
H (0.775, -7.984, -0.638)
H (-0.908, -5.630, 0.026)
S (4.291, -5.153, -1.009)
Sb (2.439, -3.252, -0.856)
S (0.137, -2.913, -1.273)
S (3.200, -1.667, 0.680)
C (-2.482, 3.640, -6.033)
C (-3.272, 2.339, -5.914)
C (-4.758, 2.656, -5.798)
C (-5.560, 1.437, -5.373)
C (-5.051, 0.965, -4.042)
C (-5.886, 0.443, -3.076)
C (-5.334, -0.029, -1.898)
F (-6.176, -0.547, -0.965)
C (-3.992, -0.009, -1.646)
C (-3.128, 0.530, -2.609)
C (-1.695, 0.529, -2.354)
O (-1.293, 0.268, -1.213)
C (-0.870, 0.830, -3.504)
C (-1.476, 1.334, -4.605)
N (-2.813, 1.544, -4.758)
C (-3.678, 1.035, -3.800)
C (0.649, 0.665, -3.622)
O (1.118, 0.769, -4.762)
O (1.271, 0.463, -2.547)
H (-2.860, 4.219, -6.878)
H (-1.420, 3.471, -6.189)
H (-2.603, 4.230, -5.123)
H (-3.110, 1.738, -6.817)
H (-5.099, 3.045, -6.759)
H (-4.893, 3.451, -5.058)
H (-5.438, 0.642, -6.118)
H (-6.626, 1.665, -5.318)
H (-6.955, 0.377, -3.235)
H (-3.564, -0.404, -0.736)
H (-0.840, 1.583, -5.443)

As for the total charge: -2. The expectation value of S² is 0.766. The LUMO energy (spin up / spin down) comes out at 3.28 / 3.28 eV. The calculation puts the energy relative to the best compared isomer or geometry (same formula, charge and spin) at 374.7 kJ/mol. The value obtained for the HOMO-LUMO gap (spin up / spin down) is 4.49 / 4.79 eV. Its multiplicity is 2.

Mulliken population analysis, charges in e, atoms 1 to 8: Sr 0.57; C -1.05; C -0.54; C 1.23; C -0.56; C -0.35; C 3.07; C -2.02

=====

Density functional theory data (ωB97M-V/def2-TZVPD) for a 3-piece molecular cluster, C23H42BrO9P overall.

Cartesian coordinates (Å):
C (-0.330, 1.096, 3.434)
C (0.309, -0.037, 2.481)
C (-0.854, -0.553, 1.482)
C (-0.234, -1.087, 0.095)
C (-0.368, 0.103, -0.979)
C (-1.620, -0.032, -1.966)
C (-3.030, 0.274, -1.284)
C (-3.541, 1.595, -1.047)
C (-2.627, 2.821, -1.482)
C (-2.879, 4.180, -0.666)
C (-1.526, 4.938, -0.234)
Br (-1.624, 5.237, 1.759)
C (-4.989, 1.717, -0.397)
O (-5.611, 2.810, -0.285)
C (-5.807, 0.429, 0.131)
P (-7.490, 0.656, 1.008)
O (-7.597, 1.967, 1.778)
O (-7.886, -0.645, 2.024)
O (-8.675, 0.731, -0.243)
C (-5.289, -0.872, -0.066)
C (-3.902, -0.976, -0.849)
O (-3.501, -2.122, -1.167)
H (-1.299, 0.655, 3.872)
H (0.381, 1.435, 4.269)
H (-0.590, 2.007, 2.789)
H (0.808, -0.887, 3.062)
H (1.125, 0.486, 1.859)
H (-1.476, 0.386, 1.230)
H (-1.469, -1.360, 2.005)
H (-0.650, -2.083, -0.265)
H (0.895, -1.236, 0.285)
H (-0.324, 1.107, -0.442)
H (0.585, 0.048, -1.631)
H (-1.653, -1.033, -2.535)
H (-1.482, 0.766, -2.788)
H (-1.504, 2.582, -1.374)
H (-2.770, 3.019, -2.612)
H (-3.416, 3.887, 0.305)
H (-3.587, 4.911, -1.204)
H (-1.414, 5.962, -0.731)
H (-0.608, 4.308, -0.490)
H (-7.525, -1.489, 1.672)
H (-9.523, 0.357, 0.104)
H (-5.815, -1.812, 0.305)
C (1.536, -4.633, 0.670)
O (2.610, -3.715, 0.515)
C (2.842, -2.948, 1.695)
C (4.027, -3.489, 2.487)
O (3.749, -4.783, 3.018)
C (4.341, -5.822, 2.251)
H (1.582, -5.351, -0.152)
H (1.597, -5.180, 1.614)
H (0.581, -4.098, 0.615)
H (1.941, -2.904, 2.315)
H (3.076, -1.928, 1.370)
H (4.212, -2.827, 3.339)
H (4.935, -3.507, 1.873)
H (5.414, -5.868, 2.455)
H (4.176, -5.684, 1.180)
H (3.887, -6.768, 2.554)
C (6.245, 2.131, -2.576)
O (5.218, 2.514, -1.670)
C (4.046, 2.971, -2.341)
C (2.971, 1.890, -2.382)
O (3.373, 0.789, -3.194)
C (3.838, -0.312, -2.422)
H (6.991, 1.560, -2.021)
H (5.864, 1.509, -3.389)
H (6.724, 3.026, -2.989)
H (4.285, 3.326, -3.348)
H (3.663, 3.822, -1.767)
H (2.068, 2.310, -2.838)
H (2.711, 1.554, -1.372)
H (2.989, -0.834, -1.972)
H (4.533, 0.003, -1.640)
H (4.357, -1.000, -3.092)

The LUMO energy comes out at -1.85 eV. The calculation puts the energy relative to the best compared isomer or geometry (same formula, charge and spin) at 0.0 kJ/mol. The value obtained for the HOMO-LUMO gap is 7.55 eV. Its multiplicity is 1.

Mulliken population analysis, charges in e, atoms 1 to 8: C -1.04; C -0.10; C -0.58; C 0.50; C -0.02; C -1.35; C 0.20; C 0.69

=====

Density functional theory data (ωB97M-V/def2-TZVPD) for a 2-piece molecular cluster, C34H36BF4NO2S overall.

Cartesian coordinates (Å):
F (-1.213, -3.599, 3.577)
C (-1.067, -3.476, 2.212)
C (-0.952, -4.639, 1.459)
C (-0.649, -4.440, 0.115)
F (-0.356, -5.548, -0.646)
C (-0.615, -3.192, -0.485)
C (-0.898, -2.062, 0.279)
C (-1.347, -0.814, -0.453)
C (-2.385, -0.044, 0.319)
C (-3.564, 0.315, -0.242)
C (-4.492, 1.211, 0.419)
C (-5.372, 1.968, -0.389)
C (-6.196, 2.895, 0.229)
F (-6.966, 3.708, -0.562)
C (-6.246, 3.065, 1.609)
C (-5.380, 2.283, 2.371)
F (-5.395, 2.420, 3.736)
C (-4.495, 1.365, 1.823)
C (-1.015, -2.202, 1.664)
H (-1.014, -5.629, 1.913)
H (-0.423, -3.098, -1.551)
H (-1.884, -1.193, -1.355)
H (-2.172, 0.209, 1.357)
H (-3.829, -0.029, -1.254)
H (-5.349, 1.845, -1.472)
H (-6.910, 3.778, 2.074)
H (-3.804, 0.786, 2.443)
H (-1.138, -1.352, 2.330)
C (5.693, 2.775, -1.912)
C (4.581, 2.268, -1.080)
C (4.217, 2.676, 0.199)
C (3.207, 1.863, 0.782)
C (2.897, 0.738, 0.003)
B (-0.656, 0.443, -1.046)
C (2.287, -0.482, 0.397)
C (2.355, -1.646, -0.418)
C (2.442, -2.883, 0.185)
C (2.396, -2.967, 1.605)
N (2.662, -4.147, 2.230)
C (2.552, -4.254, 3.672)
C (2.919, -5.339, 1.447)
C (1.935, -1.842, 2.348)
C (1.830, -0.613, 1.731)
O (-0.529, 1.640, -0.356)
C (-0.472, 2.665, -1.401)
C (-1.721, 3.525, -1.189)
C (0.803, 3.458, -1.147)
C (-0.434, 1.790, -2.761)
C (-1.802, 1.635, -3.450)
C (0.685, 2.097, -3.739)
O (-0.112, 0.435, -2.303)
S (3.672, 0.891, -1.577)
H (6.296, 3.478, -1.335)
H (6.322, 1.933, -2.225)
H (5.325, 3.284, -2.809)
H (4.681, 3.543, 0.666)
H (2.721, 2.058, 1.736)
H (2.383, -1.570, -1.507)
H (2.524, -3.793, -0.417)
H (3.136, -3.458, 4.152)
H (1.509, -4.151, 4.012)
H (2.936, -5.226, 3.992)
H (2.020, -5.659, 0.887)
H (3.726, -5.147, 0.721)
H (3.218, -6.156, 2.107)
H (1.640, -1.973, 3.393)
H (1.471, 0.264, 2.271)
H (-1.890, 4.271, -1.977)
H (-2.614, 2.894, -1.088)
H (-1.641, 4.071, -0.238)
H (0.943, 4.305, -1.836)
H (0.817, 3.864, -0.127)
H (1.680, 2.797, -1.215)
H (-2.176, 2.549, -3.928)
H (-1.706, 0.847, -4.211)
H (-2.567, 1.265, -2.751)
H (0.617, 3.095, -4.192)
H (1.673, 1.994, -3.264)
H (0.675, 1.362, -4.556)

The LUMO energy comes out at 0.48 eV. The calculation puts the energy relative to the best compared isomer or geometry (same formula, charge and spin) at 0.0 kJ/mol. The value obtained for the HOMO-LUMO gap is 7.13 eV. Its multiplicity is 1.

Mulliken population analysis, charges in e, atoms 1 to 8: F -0.44; C -0.11; C -0.49; C 0.05; F -0.43; C -0.56; C 0.28; C 0.74

=====

Total energy / eV: -4330.605; -106769.097; -41912.318; -174845.415; -122285.729; -63809.856
Molecular weight / g mol⁻¹: 60.14; 782.32; 453.91; 1118.40; 573.46; 609.54
F_max / eV Å⁻¹: 1.9; 9.1; 1.4; 2.5; 4.7; 2.9